No. 1
Formula: C8H23Br2MnNO5
Source: the Open Molecules 2025 dataset
Level of theory: ωB97M-V/def2-TZVPD

Atoms and positions in Å:
Mn  -0.13537  -0.30532  -2.58658
Br  3.45294  -1.12825  -5.64448
Br  -3.27105  1.99160  -5.02314
C  -4.41241  -4.68811  -1.12070
C  -3.91010  -3.24315  -1.22285
C  -3.89792  -2.43124  0.08613
O  -3.05053  -1.24288  -0.06859
C  -3.44743  -0.26195  0.91387
N  -2.54528  -3.30105  -1.83537
H  -5.48665  -4.63572  -0.94360
H  -3.85317  -5.31899  -0.42981
H  -4.43486  -5.19484  -2.08549
H  -4.56879  -2.71574  -1.91281
H  -3.50696  -3.09789  0.85477
H  -4.90975  -2.15771  0.38526
H  -3.40983  -0.65660  1.92922
H  -4.47748  0.05866  0.75801
H  -2.74111  0.56809  0.89808
H  -2.63342  -3.52538  -2.81618
H  -2.17452  -4.20948  -1.59583
C  3.83996  -1.13881  2.40763
C  5.14486  -1.85464  2.69558
O  6.26525  -1.22776  2.01850
O  3.27472  -1.57012  1.21114
H  3.92766  -0.05277  2.43812
H  3.11594  -1.30307  3.20568
H  5.16576  -2.84543  2.24167
H  5.29587  -1.90535  3.77387
H  7.08545  -1.54886  2.40028
H  3.30234  -2.51850  1.35759
C  1.83614  6.43868  0.36964
C  1.23990  5.74187  -0.75254
O  1.61742  4.36656  -0.66019
O  1.43927  7.81235  0.25682
H  2.91923  6.44320  0.49217
H  1.42677  6.02224  1.29002
H  1.65789  6.09550  -1.69505
H  0.16285  5.90028  -0.69806
H  2.57660  4.33581  -0.68485
H  2.11981  8.30475  -0.20795

Summary:
HOMO-LUMO gap (spin up / spin down) ... 3.15 / 2.89 eV
Electronic energy ... -7048.25975 Ha
ΔE to the lowest compared entry with this formula, charge and spin ... 264.2 kcal per mole
Multiplicity ... 6
HOMO level (spin up / spin down) ... -8.277 / -7.737 eV
<S²> ... 8.779
Strongest force on any atom ... 0.0525 hartree/bohr


No. 2
Formula: C22H54FO12P3Si2
Source: the Open Molecules 2025 dataset
Level of theory: ωB97M-V/def2-TZVPD

Atoms and positions in Å:
C  8.20996  0.85603  0.33451
C  7.54047  1.82793  -0.65125
O  7.50535  1.56841  -1.80400
O  7.02586  3.01043  -0.20460
C  5.90495  3.46399  -1.00789
C  5.19594  4.60601  -0.21922
C  3.74308  4.27799  0.24208
C  3.63154  3.89245  1.75865
C  2.30129  3.15759  2.09572
Si  2.29732  1.29170  1.80208
C  3.52452  0.68233  0.48944
C  4.72023  -0.08585  1.14121
F  5.05995  -1.22493  0.41378
O  0.68372  0.85882  1.47401
Si  0.50010  -0.82570  1.24898
P  -0.12121  -1.24675  -0.84094
C  0.66654  -0.03288  -2.01630
O  -1.78581  -0.83816  -0.87582
H  7.94376  -0.15386  -0.01587
H  9.29415  1.02397  0.37000
H  7.76505  0.94945  1.34109
H  5.24170  2.63384  -1.29598
H  6.31567  3.87948  -1.94573
H  5.12892  5.46596  -0.90552
H  5.82115  4.82633  0.66223
H  3.21681  3.53712  -0.38447
H  3.16603  5.21885  0.14671
H  4.54389  3.38731  2.12677
H  3.59384  4.86268  2.29382
H  2.07760  3.31204  3.17032
H  1.43541  3.58123  1.54757
H  2.68753  0.62876  3.07133
H  3.98415  1.53405  -0.04093
H  3.04792  0.06946  -0.29928
H  5.62868  0.54122  1.16276
H  4.47473  -0.30595  2.19362
H  -0.54351  -1.36196  2.14443
H  1.74279  -1.56643  1.52739
H  0.06324  -0.06257  -2.94445
H  0.66319  1.01414  -1.66267
H  1.68990  -0.34816  -2.27419
H  -1.89719  -0.37661  -1.72278
O  -4.19981  4.50592  1.26613
P  -4.26318  4.05785  2.69788
O  -3.17260  5.05898  3.40582
C  -3.52379  6.42458  3.62023
C  -4.50904  6.58400  4.76200
O  -3.32431  2.70766  2.55764
C  -3.18828  2.04448  1.29913
C  -1.91894  2.47476  0.59218
O  -4.77810  3.52029  4.18460
C  -5.60580  2.34041  4.25511
C  -4.78228  1.07272  4.42506
H  -3.92328  6.85360  2.69513
H  -2.59831  6.95168  3.85449
H  -5.47888  6.14857  4.51050
H  -4.66241  7.63995  4.99498
H  -4.14968  6.07558  5.65738
H  -4.06823  2.20607  0.67611
H  -3.14122  0.96981  1.49724
H  -1.80773  3.56036  0.57344
H  -1.90844  2.10877  -0.43695
H  -1.04361  2.07561  1.10867
H  -6.25922  2.27417  3.38239
H  -6.24231  2.46744  5.13244
H  -4.51010  0.65121  3.45843
H  -5.35521  0.30598  4.94988
H  -3.86001  1.26854  4.97107
O  -2.74592  -7.05063  -5.22159
P  -1.94673  -6.24980  -4.23417
O  -0.74080  -7.29608  -3.85763
C  0.30219  -7.52023  -4.80401
C  1.25783  -6.34527  -4.88281
O  -2.91330  -6.48427  -2.91530
C  -4.29640  -6.79612  -3.07639
C  -4.53382  -8.29050  -2.97722
O  -1.17399  -5.02103  -3.42702
C  -1.89861  -3.80643  -3.13446
C  -2.57618  -3.85293  -1.77576
H  -0.12998  -7.74055  -5.78597
H  0.83774  -8.41059  -4.47308
H  0.76773  -5.46524  -5.30580
H  2.11768  -6.58847  -5.51089
H  1.61508  -6.06944  -3.89002
H  -4.68096  -6.39233  -4.01293
H  -4.84079  -6.29173  -2.27287
H  -3.84051  -8.85329  -3.60250
H  -5.55348  -8.53934  -3.27740
H  -4.38174  -8.63172  -1.95156
H  -2.61701  -3.58614  -3.92815
H  -1.15713  -3.00435  -3.12939
H  -3.58222  -4.26483  -1.85684
H  -2.68203  -2.85304  -1.36025
H  -2.02113  -4.47450  -1.07358

Summary:
HOMO-LUMO gap ... 7.93 eV
Electronic energy ... -3476.53940 Ha
ΔE to the lowest compared entry with this formula, charge and spin ... 0.0 kcal per mole
HOMO level ... -8.371 eV
Strongest force on any atom ... 0.1524 hartree/bohr


No. 3
Formula: C33H26F5N5O7PPb
Source: the Open Molecules 2025 dataset
Level of theory: ωB97M-V/def2-TZVPD

Atoms and positions in Å:
Pb  1.04519  0.84678  -0.45371
C  -1.02411  4.85889  -3.12142
C  -0.71854  3.46586  -2.58582
N  0.30008  3.14474  -1.85602
N  1.06798  4.19400  -1.37870
C  2.14328  3.68307  -0.69020
O  2.54866  2.48094  -0.47755
C  3.09273  4.67096  -0.10558
C  3.59160  4.54509  1.21822
C  4.39402  5.53780  1.68169
C  4.69612  6.65278  0.86794
C  4.08691  6.87534  -0.32409
C  3.31024  5.87412  -0.81346
C  -1.55667  2.32458  -3.13808
C  -1.90332  1.36772  -2.25601
C  -2.93805  0.49249  -2.65147
C  -3.32766  0.41684  -4.03906
C  -2.77101  1.39535  -4.89910
N  -1.95912  2.36740  -4.46181
H  -0.56360  5.00153  -4.05354
H  -0.70891  5.60524  -2.34524
H  -2.13276  4.98838  -3.25752
H  3.36802  3.60151  1.60980
H  4.87471  5.45954  2.63095
H  5.34021  7.47023  1.25332
H  4.20165  7.72358  -0.95973
H  2.80247  6.07002  -1.80136
H  -1.59669  1.45069  -1.23253
H  -3.51535  -0.16797  -1.97176
H  -4.15688  -0.17813  -4.29759
H  -2.89873  1.40215  -5.94573
O  0.32197  5.52955  4.39029
C  0.29265  4.49258  3.51270
O  1.36742  4.14011  3.12827
C  -0.97348  4.05617  3.24773
C  -2.06256  4.91947  3.41081
N  -3.17474  4.16249  3.15222
N  -2.80832  3.02082  2.57287
C  -1.53993  2.93888  2.69946
C  -0.77177  1.76215  2.10963
O  0.01880  1.92332  1.11839
O  -0.79368  0.67288  2.65292
H  -0.53250  5.40118  4.83298
H  -2.13130  6.01592  3.34677
H  -4.16648  4.34625  3.19244
F  6.35248  -4.55365  0.58199
C  5.35560  -3.62345  0.53257
C  4.01238  -3.97307  0.59363
F  3.68676  -5.35322  0.70908
C  2.99432  -3.05572  0.58815
F  1.65606  -3.26252  0.80643
C  3.31869  -1.65862  0.47370
O  2.36045  -0.78821  0.40788
C  4.71901  -1.35698  0.38894
F  4.90379  0.00419  0.46523
C  5.74016  -2.28971  0.43976
F  7.03933  -1.96565  0.43878
C  0.08058  -7.73564  0.43885
P  -1.37124  -7.85479  -0.73151
C  -1.17442  -6.63187  -2.19153
C  -2.83971  -6.96658  0.22382
C  -4.03066  -6.75654  -0.40386
C  -5.04727  -5.93474  0.17772
C  -4.77897  -5.24312  1.37343
C  -3.67979  -5.68491  2.07559
C  -2.70210  -6.41996  1.46127
H  0.30270  -8.75533  0.87477
H  0.01176  -7.18829  1.34073
H  0.97644  -7.34338  -0.06459
H  -1.45311  -5.61750  -2.14335
H  -1.59434  -7.14764  -3.06316
H  -0.07728  -6.65721  -2.13608
H  -4.36482  -7.19035  -1.33225
H  -5.88376  -5.83371  -0.54437
H  -5.38246  -4.45684  1.91219
H  -3.62052  -5.38504  3.13790
H  -1.81884  -6.59273  2.05322
O  -5.82980  -3.73050  -2.39722

Summary:
HOMO-LUMO gap (spin up / spin down) ... 3.68 / 3.66 eV
Electronic energy ... -3106.85670 Ha
ΔE to the lowest compared entry with this formula, charge and spin ... 121.0 kcal per mole
HOMO level (spin up / spin down) ... -5.246 / -5.246 eV
Charge ... -1
Strongest force on any atom ... 0.1061 hartree/bohr


No. 4
Formula: C74H64F9N2O2P2RhS4Sb2
Source: the Open Molecules 2025 dataset
Level of theory: ωB97M-V/def2-TZVPD

Atoms and positions in Å:
Rh  -0.22899  -0.22557  -0.57846
S  -1.24057  -6.43133  3.26791
C  0.24174  -7.11929  3.75188
C  1.29607  -6.31670  3.45160
C  0.88797  -5.11969  2.80053
C  -0.46641  -5.03491  2.63417
C  -1.22379  -3.93223  2.02173
C  -0.56029  -3.03639  1.16165
N  -1.11688  -1.97663  0.62193
C  -2.40589  -1.70006  0.93326
C  -3.18348  -2.57730  1.69329
C  -4.56557  -2.26049  1.93554
C  -5.09195  -1.10022  1.50243
C  -4.28323  -0.13144  0.81213
C  -4.77006  1.14046  0.46624
C  -3.95363  2.04831  -0.15683
C  -2.65787  1.61364  -0.49030
N  -2.15990  0.44101  -0.16038
C  -2.95779  -0.44531  0.50808
C  -4.35570  3.43843  -0.41586
C  -5.46982  4.08526  0.03780
C  -5.49554  5.46413  -0.30150
C  -4.40305  5.83510  -1.02111
S  -3.33977  4.52890  -1.27838
C  -2.56503  -3.71684  2.22991
H  0.25883  -8.09006  4.22339
H  2.32424  -6.56565  3.67444
H  1.57715  -4.34171  2.49214
H  0.47318  -3.23201  0.91237
H  -5.16888  -2.96641  2.49388
H  -6.13068  -0.85545  1.69182
H  -5.79491  1.39432  0.71259
H  -2.00769  2.27192  -1.04499
H  -6.24875  3.60494  0.61687
H  -6.28264  6.14553  -0.01281
H  -4.15523  6.81114  -1.41079
H  -3.13894  -4.39642  2.85143
C  0.44075  -1.02211  -4.45541
C  1.17094  0.25855  -4.87436
C  1.55923  1.16330  -3.70415
Sb  0.83829  2.09541  0.34817
C  -0.51056  3.55952  1.13496
C  -0.13378  4.90051  1.01662
C  -0.94041  5.90449  1.53394
C  -2.12926  5.58284  2.17453
C  -2.48700  4.25145  2.33664
C  -1.68140  3.24137  1.82412
C  1.34303  3.43175  -1.28263
C  0.33853  3.78202  -2.18057
C  0.58126  4.72576  -3.16870
C  1.83340  5.32530  -3.27685
C  2.84627  4.97406  -2.39440
C  2.60267  4.02783  -1.39969
Sb  -1.16788  -0.79678  -3.01479
C  -2.32163  0.88778  -3.65588
C  -1.86219  1.94834  -4.43532
C  -2.73823  2.94865  -4.85090
C  -4.07148  2.91066  -4.47290
C  -4.53379  1.86634  -3.68289
C  -3.66594  0.86234  -3.27739
C  -2.50223  -2.20855  -3.87129
C  -3.07269  -1.90036  -5.10578
C  -3.93581  -2.80837  -5.70546
C  -4.23034  -4.01303  -5.07595
C  -3.65520  -4.32127  -3.85253
C  -2.78947  -3.41856  -3.24428
H  1.12998  -1.72159  -3.98166
H  0.01274  -1.51699  -5.32700
H  0.54163  0.82305  -5.55783
H  2.06670  -0.01111  -5.44816
H  1.68816  2.19026  -4.04829
H  0.77909  1.16814  -2.94373
H  0.79302  5.16970  0.52311
H  -0.63214  6.93869  1.44466
H  -2.76738  6.36497  2.56692
H  -3.40023  3.99480  2.86306
H  -1.95671  2.20969  1.98284
H  -0.64551  3.32844  -2.12963
H  -0.21471  4.99791  -3.85314
H  2.01523  6.06169  -4.04968
H  3.82286  5.43820  -2.46509
H  3.39895  3.77780  -0.70318
H  -0.82607  2.01526  -4.73568
H  -2.37680  3.74793  -5.48777
H  -4.75010  3.69346  -4.78688
H  -5.57667  1.82548  -3.39083
H  -4.04663  0.04050  -2.67830
H  -2.85443  -0.96074  -5.59958
H  -4.38177  -2.57204  -6.66345
H  -4.90789  -4.71482  -5.54531
H  -3.88434  -5.26077  -3.36384
H  -2.34974  -3.65943  -2.28186
C  0.57984  -1.52664  5.93506
C  1.49600  -0.32280  6.04135
C  2.82659  -0.65513  6.67027
O  1.78080  0.19763  4.70817
P  0.85330  1.19301  3.89298
S  2.16124  2.26676  2.76914
S  -0.46835  0.19270  2.85575
O  0.31391  2.18798  4.96581
C  -0.91856  2.66902  5.58861
C  -0.60314  2.85182  7.05623
C  -2.08902  1.73334  5.37578
H  0.32523  -1.88771  6.93290
H  1.07435  -2.32799  5.37893
H  -0.34144  -1.27143  5.41150
H  1.01293  0.46939  6.61298
H  3.30393  -1.49285  6.15559
H  2.67749  -0.93040  7.71530
H  3.50066  0.19948  6.62594
H  -1.11363  3.63691  5.12932
H  -0.52825  1.88507  7.55808
H  -1.39801  3.42671  7.53375
H  0.33649  3.38886  7.18016
H  -1.83912  0.72736  5.71660
H  -2.38574  1.68556  4.33113
H  -2.93085  2.09842  5.96797
F  0.41779  -7.31986  0.15609
C  1.57794  -7.14948  -0.50105
F  1.49310  -7.84775  -1.64133
F  2.54754  -7.67979  0.24898
C  1.80039  -5.68077  -0.76462
C  0.87066  -5.00278  -1.54224
C  0.94539  -3.62663  -1.64667
C  1.96021  -2.91156  -1.00398
C  2.94255  -3.61771  -0.31315
C  2.85168  -4.99933  -0.17830
P  1.86080  -1.07968  -1.00337
C  3.08165  -0.67471  0.29592
C  4.30669  -0.05290  0.05241
C  5.20788  0.14376  1.08852
C  4.90488  -0.32629  2.35400
C  3.69660  -0.95512  2.60422
C  2.76736  -1.09474  1.58532
C  5.91586  -0.14359  3.45662
F  5.39239  -0.39276  4.66125
F  6.39993  1.10633  3.46595
F  6.95874  -0.97538  3.29028
C  2.87377  -0.63837  -2.50205
C  3.65488  -1.57076  -3.13673
C  4.59212  -1.17957  -4.09668
C  4.81637  0.17761  -4.38477
C  4.01565  1.11545  -3.82740
C  2.90191  0.76523  -2.95364
C  5.92269  0.56333  -5.34523
F  5.48365  0.47924  -6.60640
F  6.96786  -0.25604  -5.21233
F  6.32683  1.81474  -5.12893
H  0.07919  -5.54988  -2.04086
H  0.17648  -3.10419  -2.19887
H  3.77271  -3.10195  0.15073
H  3.59402  -5.53587  0.39806
H  4.58672  0.26968  -0.94419
H  6.14582  0.65446  0.90799
H  3.46713  -1.31048  3.59735
H  1.80107  -1.53806  1.79769
H  3.57570  -2.61907  -2.87634
H  5.19895  -1.92940  -4.59734
H  4.15589  2.17002  -4.05273
H  2.92533  1.43083  -2.07564

Summary:
HOMO-LUMO gap (spin up / spin down) ... 3.91 / 3.92 eV
Electronic energy ... -6883.26559 Ha
HOMO level (spin up / spin down) ... -11.488 / -11.489 eV
Charge ... +2
Strongest force on any atom ... 0.0297 hartree/bohr